# 1
The following is a DFT calculation (ωB97M-V with the def2-TZVPD basis set) of 2 unconnected molecules or ions with the total composition C9H13NO2 at a distorted geometry.

Last column: Löwdin spin population.
Positions of all 25 atoms, in Å:
1 O 1.08302 -2.78211 2.47474  0.000
2 O 1.44777 -0.20655 -0.42144  0.173
3 N -0.48428 -2.93605 0.80520  0.000
4 C 0.28227 1.58038 0.46702  0.030
5 C -1.22270 3.08037 -0.96965  0.236
6 C 1.19282 -4.81509 0.98733  0.000
7 C 0.51010 0.75599 -0.60054  0.176
8 C -0.14208 1.03115 -1.80692  0.179
9 C -0.93596 2.18816 -1.98954  0.026
10 C -2.01563 4.27486 -0.94120  0.056
11 C 0.65835 -3.39767 1.52252  0.000
12 C -0.43366 2.72388 0.21824  0.080
13 H -1.34425 2.17967 -2.96530  -0.003
14 H 0.43615 -5.41359 1.12282  0.000
15 H -2.90205 4.12328 -0.16847  0.028
16 H -0.80187 -3.38781 -0.02169  0.000
17 H 1.98798 -5.06689 1.61509  0.000
18 H 1.54672 -0.71194 -1.29303  -0.001
19 H -1.57196 5.17946 -0.71917  0.013
20 H 1.41960 -4.51501 -0.01926  0.000
21 H 0.84602 1.52163 1.42104  -0.001
22 H -0.70826 -2.03522 1.01684  0.000
23 H 0.18005 0.22257 -2.51714  0.005
24 H -0.64226 3.42038 1.00904  0.001
25 H -2.66335 4.41296 -1.86707  0.000

Energy relative to the best compared isomer or geometry (same formula, charge and spin): 255.21 kJ/mol
Strongest force on any atom: 6.72 eV/A
Charge: +1
Gap between HOMO and LUMO (alpha / beta): 8.2 / 4.3 eV
2S+1: 2
<S²>: 0.768
Calculated total energy: -15119.42985 eV
Highest occupied orbital energy (alpha / beta): -12.227 / -12.227 eV



# 2
The following is a DFT calculation (ωB97M-V with the def2-TZVPD basis set) of 2 unconnected molecules or ions with the total composition C9H13NO3S at a distorted geometry.

Last column: natural (NBO) charge in e.
Positions of all 27 atoms, in Å:
1 S 0.39652 -0.20955 2.17538  2.271
2 O -0.73913 1.12655 2.30320  -0.918
3 O -0.25177 -1.46368 2.39885  -0.895
4 O 1.30908 0.32440 3.17314  -0.891
5 N 1.15447 1.22444 0.02411  -0.387
6 C 1.49745 1.57544 -1.38616  -0.409
7 C -0.50046 -1.96563 -0.24838  -0.082
8 C -2.37086 -0.75581 -1.72786  -0.215
9 C -1.48733 0.11884 -0.98153  -0.178
10 C 1.98428 1.91876 0.96570  -0.462
11 C -1.40273 -2.71533 -0.92658  -0.223
12 C 0.49313 0.21182 0.41155  0.177
13 C -0.45466 -0.57087 -0.30854  -0.223
14 C -2.33695 -2.09435 -1.68905  -0.199
15 H 1.55234 2.95856 1.12461  0.214
16 H 2.57523 1.83590 -1.44933  0.223
17 H 1.36356 0.75515 -2.03637  0.226
18 H -3.12976 -0.22053 -2.29084  0.213
19 H 0.78446 2.38118 -1.42379  0.224
20 H 2.15604 -1.07099 0.90247  -0.355
21 H 1.83549 1.48420 1.95202  0.275
22 H 0.25547 -2.35693 0.38782  0.245
23 H -1.70749 1.22309 -1.00211  0.233
24 H -2.97905 -2.81843 -2.23003  0.222
25 H 3.09511 2.12540 0.61089  0.221
26 H -1.56917 0.75319 2.20053  0.471
27 H -1.52327 -3.77481 -0.92970  0.221

Energy relative to the best compared isomer or geometry (same formula, charge and spin): 612.24 kJ/mol
Strongest force on any atom: 4.44 eV/A
Gap between HOMO and LUMO: 7.4 eV
Calculated total energy: -28005.21830 eV
Highest occupied orbital energy: -7.643 eV



# 3
The following is a DFT calculation (ωB97M-V with the def2-TZVPD basis set) of a single C9H13O3 molecule at a distorted geometry.

Last column: Löwdin spin population.
Positions of all 25 atoms, in Å:
1 O -1.97701 1.24180 0.09218  0.052
2 O -0.97501 2.20136 0.52605  0.009
3 O -0.19918 1.53171 -1.91156  0.079
4 C 1.37905 -0.48730 0.64691  0.297
5 C 0.25912 -1.11370 1.24225  0.026
6 C -0.00794 0.66951 -0.91745  0.234
7 C -1.25354 0.07782 -0.35266  0.053
8 C 0.43128 -2.02037 2.43410  -0.007
9 C 1.24270 0.45641 -0.37389  0.006
10 C -2.21027 -0.54555 -1.37795  0.028
11 C 2.42087 1.16962 -0.95212  -0.014
12 C -0.99272 -0.88135 0.75962  0.206
13 H -1.74308 -1.39294 -1.88918  0.002
14 H -0.03679 -2.99973 2.26573  -0.002
15 H 2.91644 0.56926 -1.73100  -0.005
16 H 2.37504 -0.71849 1.02732  0.019
17 H -1.87975 -1.36996 1.16814  0.011
18 H 2.16182 2.14848 -1.37530  -0.001
19 H 3.16247 1.34153 -0.16306  -0.001
20 H -2.50970 0.21785 -2.10292  0.003
21 H -1.47104 3.03907 0.39768  0.002
22 H -3.09309 -0.89528 -0.83675  0.001
23 H 1.49409 -2.17855 2.64504  0.000
24 H -0.03336 -1.59092 3.33442  -0.003
25 H 0.53962 1.52969 -2.55559  0.005

Energy relative to the best compared isomer or geometry (same formula, charge and spin): 154.65 kJ/mol
Strongest force on any atom: 2.15 eV/A
Gap between HOMO and LUMO (alpha / beta): 7.5 / 8.1 eV
2S+1: 2
<S²>: 0.792
Calculated total energy: -15681.89353 eV
Highest occupied orbital energy (alpha / beta): -6.763 / -8.258 eV



# 4
The following is a DFT calculation (ωB97M-V with the def2-TZVPD basis set) of a single C9H13P molecule at a distorted geometry.

Last column: natural (NBO) charge in e.
Positions of all 23 atoms, in Å:
1 P -1.26943 -0.98937 0.00072  0.578
2 C 2.97765 -0.13135 -0.72388  -0.360
3 C -2.90703 1.28377 -0.02200  -0.633
4 C -1.46631 0.71931 -0.05433  -0.374
5 C 3.64496 -0.33498 0.62176  -0.425
6 C 1.87341 0.67357 -0.81818  0.175
7 C 0.97594 1.44240 -0.30458  -0.345
8 C -0.39559 1.57239 -0.20831  -0.202
9 C -3.03264 -1.69113 0.15702  -0.940
10 C 2.76672 -1.41026 0.15483  -0.354
11 H -3.28960 1.26975 -0.99446  0.222
12 H 1.33218 2.48661 -0.12261  0.219
13 H -3.12575 -2.72471 0.38417  0.232
14 H 4.63391 -0.68356 0.75254  0.219
15 H 2.98568 -2.44960 -0.18542  0.223
16 H -2.72530 2.19179 0.47615  0.218
17 H -0.67031 2.54375 -0.48939  0.192
18 H -3.55475 0.71499 0.69811  0.210
19 H 1.80661 -1.39564 0.61822  0.218
20 H -3.51483 -1.61872 -0.77223  0.221
21 H -3.69763 -1.03741 0.88427  0.217
22 H 3.35518 -0.48759 -1.63873  0.254
23 H 3.29694 0.05596 1.58633  0.234

Energy relative to the best compared isomer or geometry (same formula, charge and spin): 531.19 kJ/mol
Strongest force on any atom: 3.35 eV/A
Gap between HOMO and LUMO (alpha / beta): 5.6 / 7.6 eV
Calculated total energy: -18825.28660 eV
Highest occupied orbital energy (alpha / beta): -6.472 / -7.007 eV



# 5
The following is a DFT calculation (ωB97M-V with the def2-TZVPD basis set) of 2 unconnected molecules or ions with the total composition C9H14 at a distorted geometry.

Last column: natural (NBO) charge in e.
Positions of all 23 atoms, in Å:
1 C 1.71861 -1.25868 1.77575  -0.227
2 C 1.11633 -0.94251 -0.54011  -0.229
3 C 1.62937 0.11222 1.96310  -0.198
4 C 1.48191 -1.76835 0.50262  -0.203
5 C -2.63935 0.64848 -0.62033  -0.611
6 C 0.90184 1.36765 -1.52295  -0.638
7 C 1.05689 0.44371 -0.34976  0.004
8 C 1.19309 0.94140 0.94226  -0.226
9 C -2.21758 -0.70866 -0.08083  -0.613
10 H -1.51266 -0.62478 0.75120  0.215
11 H 1.02523 1.98949 1.16299  0.210
12 H 1.89537 -1.93164 2.60416  0.215
13 H 1.04686 -1.26386 -1.57244  0.211
14 H -1.53473 -1.21256 -0.77585  0.201
15 H 1.81781 0.51783 2.95021  0.210
16 H -3.28357 0.64341 -1.49350  0.206
17 H -3.14637 1.19604 0.18858  0.199
18 H -1.77129 1.30439 -0.72948  0.201
19 H 1.87318 1.67494 -1.92020  0.223
20 H 0.29034 2.24880 -1.34336  0.220
21 H -3.06563 -1.34432 0.12618  0.204
22 H 1.64436 -2.82861 0.33562  0.212
23 H 0.47999 0.79561 -2.35387  0.214

Energy relative to the best compared isomer or geometry (same formula, charge and spin): 37.96 kJ/mol
Strongest force on any atom: 1.76 eV/A
Gap between HOMO and LUMO: 10.0 eV
Structure (SMILES): Cc1ccccc1.CC
Calculated total energy: -9559.78803 eV
Highest occupied orbital energy: -9.008 eV



# 6
The following is a DFT calculation (ωB97M-V with the def2-TZVPD basis set) of 2 unconnected molecules or ions with the total composition C9H14 at a distorted geometry.

Last column: natural (NBO) charge in e.
Positions of all 23 atoms, in Å:
1 C 0.41942 1.37845 -0.58652  0.009
2 C -0.50084 0.50055 -1.25971  -0.220
3 C 2.19259 -0.27136 -0.64244  -0.193
4 C -0.01633 2.74957 0.05930  -0.643
5 C 0.11592 -0.62262 -1.88679  -0.188
6 C 1.71422 1.01318 -0.21571  -0.255
7 C 1.33169 -1.09078 -1.34777  -0.250
8 C -0.68562 -1.49500 0.91899  -0.590
9 C -1.85083 -1.33610 1.92031  -0.610
10 H -0.06025 -2.26605 1.07497  0.196
11 H 0.27162 2.60342 1.05172  0.222
12 H 0.50281 3.49925 -0.49069  0.220
13 H -1.48148 -1.61053 2.88389  0.198
14 H -1.12938 -1.45744 -0.13205  0.203
15 H -2.13757 -0.32417 1.92239  0.202
16 H -2.67518 -2.13945 1.83377  0.195
17 H -0.10967 -0.54043 1.05805  0.203
18 H -1.02718 3.09058 -0.22805  0.218
19 H -1.49360 0.74708 -1.46038  0.213
20 H -0.64768 -1.26772 -2.48464  0.214
21 H 3.26910 -0.79766 -0.57963  0.229
22 H 1.63736 -2.02675 -1.74177  0.210
23 H 2.36085 1.66397 0.33277  0.217

Energy relative to the best compared isomer or geometry (same formula, charge and spin): 235.67 kJ/mol
Strongest force on any atom: 5.45 eV/A
Gap between HOMO and LUMO: 10.0 eV
Structure (SMILES): Cc1ccccc1.CC
Calculated total energy: -9557.73888 eV
Highest occupied orbital energy: -8.988 eV